# C14H42O7

7 unconnected molecules or ions with the total composition C14H42O7 in a non-equilibrium geometry (ωB97M-V/def2-TZVPD, the Open Molecules 2025 dataset).

Atoms and positions in Å:
H: 18.592 0.333 4.454
H: 14.664 5.185 4.623
H: 8.881 5.400 6.160
H: 14.246 1.633 1.413
C: 13.280 10.008 3.006
H: 17.623 2.541 5.951
H: 12.859 2.747 4.624
H: 14.265 10.457 2.870
C: 17.183 3.493 6.249
H: 18.838 4.163 7.534
O: 9.710 5.170 6.582
C: 13.302 0.089 2.558
H: 19.030 4.579 5.866
O: 16.738 -1.974 2.869
C: 18.276 4.486 6.658
C: 13.841 4.605 5.048
O: 15.286 -0.148 1.194
H: 14.242 2.284 9.302
H: 13.455 -0.961 2.815
C: 14.566 0.766 1.996
C: 9.953 6.126 7.646
H: 16.842 -2.896 3.109
H: 13.959 8.711 4.607
H: 12.506 0.097 1.816
H: 16.711 3.910 5.358
H: 16.490 3.372 7.077
O: 17.706 5.761 6.934
H: 12.811 4.965 9.696
H: 11.851 6.957 8.455
H: 12.206 7.245 4.260
H: 14.895 3.869 9.130
C: 17.770 -0.375 4.377
H: 13.035 0.591 3.491
H: 12.749 9.996 2.055
H: 15.627 -0.870 1.750
H: 17.459 -0.980 5.226
H: 11.915 5.433 7.648
H: 15.166 1.226 2.788
C: 13.829 3.207 4.431
H: 14.605 2.595 4.906
H: 14.105 3.237 3.382
H: 17.466 6.162 6.094
H: 18.083 -0.610 2.244
C: 17.942 -1.234 3.127
C: 11.439 6.417 7.602
H: 9.357 6.991 7.349
H: 9.660 5.725 8.617
C: 13.970 3.298 9.000
O: 12.659 5.312 4.641
H: 13.986 4.609 6.132
H: 13.750 3.269 7.933
H: 16.890 0.249 4.178
H: 11.926 4.714 4.832
O: 12.098 8.149 3.936
H: 13.945 7.990 3.004
O: 13.286 3.636 11.242
C: 12.909 3.891 9.904
C: 13.393 8.670 3.668
H: 12.495 3.619 11.789
H: 11.662 6.926 6.668
H: 12.713 10.696 3.642
H: 11.912 3.508 9.644
H: 18.767 -1.939 3.246

Values from the calculation:
SMILES: CCO.CCO.CCO.CCO.CCO.CCO.CCO
E_HOMO, eV: -9.693
Largest force on an atom, eV Å⁻¹: 1.777
Spin multiplicity: 1


# C8H13BNO

2 unconnected molecules or ions with the total composition C8H13BNO in a non-equilibrium geometry (ωB97M-V/def2-TZVPD, the Open Molecules 2025 dataset).

Atoms and positions in Å:
H: -1.791 3.770 0.166
H: 4.085 -0.043 -0.680
H: 0.925 0.471 2.011
H: 2.832 -1.437 -2.150
N: -1.941 -1.554 -0.051
C: 2.613 0.388 0.712
H: -0.709 3.077 -0.940
H: 0.936 -2.616 -0.658
H: 3.272 0.937 1.341
H: -2.549 -0.769 -0.528
C: 2.454 -1.150 -1.178
C: 3.134 -0.286 -0.390
C: 1.335 -0.004 1.111
H: -0.755 2.389 0.657
C: 0.426 -0.786 0.387
O: -3.025 0.685 -0.726
H: -1.598 -2.163 -0.844
H: 0.577 -1.301 -1.861
C: 1.008 -1.484 -0.897
H: -2.593 -2.084 0.587
C: -1.451 2.800 -0.073
C: -0.917 -0.728 0.653
B: -2.392 1.658 -0.479
H: -1.251 -0.290 1.586

Values from the calculation:
Net charge: +1
E_HOMO (spin up / spin down), eV: -11.540 / -11.539
Largest force on an atom, eV Å⁻¹: 4.620
Spin multiplicity: 1


# C14H17N7O7PS4W

A molecular structure, C14H17N7O7PS4W (ωB97M-V/def2-TZVPD, the Open Molecules 2025 dataset).

Atoms and positions in Å:
S: 3.077 -0.905 1.544
H: 1.004 0.152 3.595
O: 0.364 2.860 -0.829
O: 1.658 -0.266 1.217
O: 3.204 0.976 -0.679
H: -1.700 2.000 -1.068
H: -4.494 -1.036 3.796
C: -4.531 -1.610 2.870
N: 1.270 2.583 -1.709
S: 3.714 2.200 0.256
H: -0.973 -1.780 -4.068
N: 4.560 -2.503 0.108
H: -3.100 -0.484 -4.265
N: 3.446 2.456 -4.277
H: 5.159 -2.488 0.914
C: 3.439 -1.750 0.067
S: -0.686 1.313 1.328
H: -5.495 -2.118 2.811
C: 0.953 -1.323 -2.227
N: 0.652 5.717 -2.943
C: -0.243 -0.557 -2.481
C: 0.738 -0.747 4.149
C: -1.173 -0.927 -3.436
C: -0.153 -1.644 3.321
N: -0.423 0.501 -1.667
O: 3.981 3.319 -0.626
H: -4.315 -1.273 0.745
H: 1.212 -2.199 -2.807
C: -2.554 0.857 -2.675
N: 2.762 -1.783 -1.046
H: 4.934 -2.829 -0.767
H: 1.651 -1.285 4.410
H: -3.466 1.436 -2.698
N: 1.679 -0.976 -1.230
O: -1.401 -0.976 3.027
S: -1.632 -1.857 0.205
O: 2.221 2.363 0.863
H: -5.193 0.010 1.603
C: 2.675 2.877 -3.539
O: -3.193 0.129 1.768
P: -1.728 -0.455 1.553
W: 1.231 1.022 -0.260
H: 0.234 -0.455 5.071
C: 1.666 3.362 -2.643
H: -3.744 -2.363 2.896
C: -1.573 1.185 -1.760
H: -0.426 -2.546 3.868
H: 0.328 -1.945 2.389
C: -2.350 -0.209 -3.536
C: 1.103 4.670 -2.810
C: -4.371 -0.700 1.673

Values from the calculation:
Expectation value of S²: 0.76
E_HOMO (spin up / spin down), eV: -8.624 / -8.787
Largest force on an atom, eV Å⁻¹: 0.503
Spin multiplicity: 2